# 1
# C54H52Cl2N4O4P2Si2W

A molecular structure, C54H52Cl2N4O4P2Si2W (wB97M-V/def2-TZVPD, the OMol25 dataset).

Structure (XYZ):
```
121
Properties=species:S:1:pos:R:3:forces:R:3:lowdin_charge:R:1
C 0.825 -4.002 1.933 0.0 -0.1 0.0 -0.059
H 5.326 0.299 1.950 0.0 0.0 0.1 0.063
Cl 6.131 -0.027 -0.225 0.0 0.0 0.0 0.612
H 4.454 -4.437 0.986 0.0 0.0 0.0 0.114
C 2.814 -3.325 -1.753 0.1 0.1 0.1 -0.281
H 3.069 0.626 -7.377 0.0 0.0 0.0 0.107
C 0.925 -2.090 -3.575 0.0 -0.1 0.0 -0.285
H 1.291 3.499 -2.649 0.0 0.0 0.0 0.031
C -0.531 3.061 4.230 0.0 0.0 0.0 -0.107
C -3.463 -0.484 1.176 -0.1 0.0 0.0 -0.198
C -5.057 3.944 -2.980 0.0 0.0 0.0 -0.123
C -2.003 2.529 -0.546 0.0 -0.1 0.0 -0.172
H 2.123 -4.569 -3.375 0.0 0.0 0.0 0.103
H 2.997 3.311 -2.231 -0.1 0.0 0.0 0.042
C -2.375 2.089 -1.939 0.0 0.0 -0.1 -0.224
H -5.675 4.446 -3.715 0.0 0.0 0.0 0.130
Si 1.580 2.145 -0.592 -0.1 -0.1 0.2 0.559
C 0.013 -3.432 -0.236 -0.1 0.0 0.0 -0.145
C 4.186 -1.805 -4.392 0.0 0.0 0.0 -0.094
H -2.856 -3.532 -6.665 0.0 0.0 0.0 0.105
H -0.235 -3.677 -1.262 0.0 0.0 0.0 0.103
H -4.138 -2.058 -1.381 0.1 0.0 0.0 0.028
C -4.656 0.751 -2.133 0.0 0.0 -0.1 -0.073
C 0.925 2.723 -5.802 0.0 0.0 0.0 -0.059
N -0.438 -0.557 1.636 0.0 0.3 0.1 -0.150
C -3.863 -1.722 -6.104 0.0 0.0 0.0 -0.066
C 3.951 -4.463 0.028 0.0 0.0 0.0 -0.060
H 6.478 0.448 -5.444 0.0 0.0 0.0 0.108
H -4.985 3.973 -0.072 0.0 0.0 0.0 0.137
C -3.051 -1.922 -1.388 -0.1 0.0 0.0 -0.203
H 1.243 -4.733 2.615 0.0 0.0 0.0 0.110
P -0.097 -0.605 -3.779 0.0 0.0 -0.1 0.786
H 0.627 -5.405 0.296 0.0 0.0 0.0 0.105
H 3.564 -2.346 0.013 0.0 0.0 0.0 0.093
C 0.357 1.833 -4.905 -0.1 0.0 0.0 -0.084
C -4.117 4.581 -1.968 0.0 0.0 -0.1 -0.110
C 5.133 0.740 -3.801 0.0 0.0 -0.1 -0.055
H -3.975 5.627 -1.733 0.0 0.0 0.0 0.133
H -6.591 1.209 -2.809 0.0 0.0 0.0 0.106
H -2.585 0.695 -4.106 0.0 0.0 0.0 0.092
C 4.105 0.193 -3.044 0.0 0.0 0.0 -0.084
H 0.439 4.202 0.205 0.0 0.0 0.0 0.030
C -5.687 1.564 -2.320 0.0 0.0 0.0 -0.038
H -3.254 -1.466 1.612 0.0 0.0 0.0 0.026
C 1.902 2.293 -6.688 0.0 0.0 0.0 -0.064
H -4.725 -0.278 -2.473 0.0 0.0 0.0 0.081
C -1.642 -2.303 -5.395 0.0 -0.1 0.0 -0.077
H -0.318 3.385 5.241 0.0 0.0 0.0 0.092
H -3.335 4.667 -3.988 0.0 0.0 0.0 0.128
O 1.794 -0.819 -1.320 0.0 0.2 0.2 -0.427
H 4.154 -6.587 -0.202 0.0 0.0 0.0 0.107
H 1.467 3.538 1.478 0.0 0.0 0.0 0.031
C 0.614 -2.710 2.350 -0.1 0.1 0.0 0.021
C -3.786 -0.535 -5.387 0.0 0.0 0.0 -0.056
C 3.467 -3.286 -0.522 0.0 0.0 0.0 -0.052
C -3.434 1.168 -1.392 -0.1 0.1 0.1 -0.330
N -1.184 1.821 0.287 -0.1 0.3 0.4 -0.179
H 3.836 -2.810 -4.612 0.0 0.0 0.0 0.108
C -3.558 2.392 -0.368 0.0 -0.1 0.0 -0.126
H -0.395 2.172 -4.199 0.0 0.0 0.0 0.083
C -1.478 3.727 3.466 0.0 0.0 0.0 -0.099
H -6.582 3.361 -1.605 0.0 0.0 0.0 0.140
C 3.621 -1.069 -3.351 0.0 0.0 0.1 -0.270
H -3.867 2.102 0.638 0.0 0.0 0.0 0.128
H -1.997 4.585 3.879 0.0 0.0 0.0 0.097
C 3.779 -5.670 -0.638 0.0 0.0 0.0 -0.073
C 1.403 3.726 0.404 0.0 0.0 0.0 -0.176
H 0.847 -2.363 3.346 0.0 0.0 0.0 0.120
C -1.752 3.332 2.164 -0.1 0.1 0.0 -0.028
H -0.816 -3.005 -5.402 0.0 0.0 0.0 0.098
C 1.728 0.065 -5.805 0.0 -0.1 0.0 -0.077
H 2.201 4.423 0.131 0.0 0.0 0.0 0.035
C -2.399 3.074 -2.849 0.0 0.0 -0.1 -0.039
H 0.267 -2.848 -3.141 0.0 0.0 0.0 0.067
C 2.641 -4.532 -2.422 0.0 0.0 -0.1 -0.089
C -1.567 -1.118 -4.671 0.0 0.1 0.0 -0.275
C 2.043 2.775 -2.317 0.0 0.1 0.1 -0.191
H -4.547 -0.402 1.035 0.0 0.0 0.0 0.035
C 0.035 -1.831 1.434 0.0 -0.1 0.0 -0.374
Si -2.572 -0.316 -0.476 0.0 -0.1 0.2 0.633
H -4.621 0.154 -5.368 0.0 0.0 0.0 0.112
H 0.896 1.433 4.242 0.0 0.0 0.0 0.107
C 0.764 0.502 -4.901 -0.1 0.0 0.0 -0.264
Cl 5.691 2.486 1.207 0.0 0.0 0.0 0.621
O -0.415 0.017 -2.453 -0.1 0.1 -0.2 -0.456
C 0.142 1.974 3.681 0.0 0.0 0.0 -0.038
P 2.263 -1.742 -2.394 0.0 -0.2 0.1 0.777
H 0.611 3.760 -5.796 0.0 0.0 0.0 0.113
O 3.136 -0.370 0.920 0.1 -0.1 0.2 0.035
W -0.033 0.118 -0.243 -0.1 -0.3 -0.8 1.388
H -3.142 0.267 1.901 0.0 0.0 0.0 0.020
H 2.140 2.016 -3.088 0.0 0.0 0.0 -0.009
C -4.502 3.489 -0.920 0.0 0.0 0.0 -0.111
O 3.211 1.670 -0.053 0.1 -0.1 0.0 -0.162
C 5.209 -1.257 -5.146 0.0 -0.1 0.0 -0.075
C 3.121 -5.706 -1.861 0.0 0.0 0.0 -0.077
C -5.609 2.990 -1.930 0.0 0.0 0.0 -0.209
C 2.304 0.963 -6.689 0.0 0.0 0.0 -0.068
H 1.299 -2.465 -4.528 0.0 0.0 0.0 0.066
N -0.183 -2.167 0.148 0.2 0.0 0.1 0.010
H 2.353 2.993 -7.379 0.0 0.0 0.0 0.107
H 5.508 1.726 -3.558 0.0 0.0 0.0 0.117
H -2.723 -1.973 -2.429 0.0 0.0 0.0 0.003
C -2.793 -2.605 -6.110 0.0 0.0 0.0 -0.074
C 5.160 0.818 1.016 -0.1 0.0 -0.1 -0.977
H -2.450 3.902 1.563 0.0 0.0 0.0 0.103
C -2.640 -0.228 -4.674 0.0 0.0 0.0 -0.062
C -0.140 1.558 2.395 0.1 0.0 0.0 -0.285
N 0.543 0.443 1.821 0.0 -0.2 -0.1 -0.092
C -1.082 2.237 1.613 0.1 0.0 -0.1 -0.280
C 0.487 -4.386 0.632 0.0 -0.1 0.0 -0.073
H -4.762 -1.962 -6.659 0.0 0.0 0.0 0.107
C 3.678 0.661 0.619 0.1 0.2 0.0 -0.691
C 5.677 0.021 -4.854 0.0 0.0 0.0 -0.066
H 5.650 -1.825 -5.956 0.0 0.0 0.0 0.107
H 2.056 -0.968 -5.820 0.0 0.1 0.0 0.090
H 3.687 0.742 -2.213 0.0 0.0 0.0 0.072
H -2.629 -2.775 -0.848 0.0 0.1 0.0 0.008
H 2.983 -6.649 -2.377 0.0 0.0 0.0 0.106
C -3.565 3.936 -3.219 0.0 0.0 0.0 -0.170
H -1.545 3.744 -2.727 0.0 0.0 0.0 0.110
```
Forces are in eV/Å.

HOMO (alpha / beta) in eV: -5.2 / -6.2
Net charge: 0
Multiplicity: 3
Expectation value of S²: 2.0158
Orbital gap (alpha / beta) in eV: 5.15 / 6.17
DFT total energy in hartree: -4858.04236
Maximum force in eV/Å: 0.86

---

# 2
# C54H52F4N3O12P

3 unconnected molecules or ions with the total composition C54H52F4N3O12P in a non-equilibrium geometry (wB97M-V/def2-TZVPD, the OMol25 dataset).

Structure (XYZ):
```
126
Properties=species:S:1:pos:R:3:forces:R:3:lowdin_charge:R:1
H 3.186 1.404 1.882 -1.8 -0.2 0.4 0.099
C 0.980 4.582 -2.837 -0.7 0.3 -3.8 -0.357
H 0.276 5.663 3.528 -0.8 -2.3 -0.3 0.107
C -1.716 -1.861 -2.021 -1.1 0.3 0.0 -0.218
C -0.309 4.658 3.649 -0.3 1.1 1.1 -0.066
H -1.074 -2.620 -1.440 -0.7 1.3 -0.8 0.127
H -2.240 2.858 3.004 -0.4 0.3 -1.4 0.123
C -3.121 1.287 -5.859 -0.1 -0.1 -0.2 -0.044
O -1.006 -1.109 -3.047 0.6 -1.1 0.5 -0.127
C 6.773 -3.690 6.867 0.2 0.3 0.3 -0.084
H -4.623 5.655 -2.138 0.5 -2.2 1.1 0.128
C 6.962 -4.162 9.229 0.1 0.2 0.1 0.003
H 6.809 -4.828 10.074 0.0 0.0 -0.3 0.121
C 6.589 -4.558 7.943 0.2 0.4 0.2 -0.086
C 6.005 -5.900 7.732 -0.1 -0.7 0.9 -0.280
H -2.561 -2.449 -2.569 1.3 0.8 1.2 0.119
H 7.516 -1.762 6.237 -0.1 -0.2 0.0 0.122
H 4.862 -8.232 6.997 0.1 0.3 0.0 0.121
H 0.956 -0.302 1.537 -0.6 0.9 -0.4 0.082
H -6.048 -4.872 -7.210 0.1 0.2 0.0 0.121
H 3.419 -0.498 -0.125 -2.1 0.2 -0.8 0.047
O 6.500 -3.321 4.564 -0.1 -0.3 0.3 0.094
H 8.184 -1.073 8.515 -0.1 -0.1 0.0 0.109
C 5.691 -5.395 5.309 -0.2 -0.4 -0.2 -0.084
H -0.839 3.092 -1.734 0.9 0.7 1.5 0.151
C -4.513 4.594 -1.666 -1.2 -4.2 0.9 -0.088
H -3.042 0.736 -3.779 0.0 0.0 -0.1 0.090
C -5.201 -2.041 -8.900 -0.2 -0.4 -0.2 -0.085
O -4.377 0.026 -9.648 -0.1 -0.3 0.3 0.101
C 7.528 -2.907 9.434 -0.1 -0.2 -0.1 -0.057
C -3.255 2.950 -0.312 -2.6 -0.5 -2.4 -0.126
F -3.133 -0.053 1.875 2.8 1.1 -0.8 0.036
H -1.275 1.021 -1.564 0.7 -1.5 1.7 0.125
H 5.240 -1.491 2.345 -1.0 1.4 0.4 0.066
H 5.316 -5.061 3.208 0.1 0.0 0.3 0.119
O -3.506 4.280 2.081 3.7 0.9 -1.8 -0.216
C -1.010 5.173 0.685 -3.5 7.1 4.0 -0.070
C -1.279 0.304 -0.639 0.3 0.3 -1.7 -0.144
N -0.735 3.686 0.440 0.1 5.2 0.5 -0.005
C -1.420 6.385 1.048 1.2 -8.0 -1.7 0.185
H 1.646 -1.204 -0.303 1.3 0.8 -0.5 0.034
H -3.278 -0.337 -1.708 1.7 -0.2 1.5 0.099
C -5.658 2.065 -1.355 5.3 4.5 1.3 0.008
C 2.398 -0.426 -0.691 0.0 -1.0 0.1 -0.252
C 2.356 0.809 2.390 2.3 -1.3 3.0 -0.228
C 7.734 -2.049 8.355 -0.1 -0.1 -0.2 -0.056
F 1.731 3.541 3.566 -2.1 -0.9 -1.7 -0.076
H -0.291 4.455 4.803 0.0 0.1 -2.2 0.104
O 0.057 4.698 -3.707 2.9 -0.7 4.8 0.032
H 7.811 -2.598 10.436 0.0 -0.1 -0.1 0.108
F -1.432 0.517 3.181 -0.4 -0.4 -3.3 0.051
C 0.451 1.655 0.839 -1.0 -1.1 0.5 -0.341
H -0.019 2.465 3.504 0.6 1.2 -1.5 0.139
H -4.063 -1.485 -4.140 0.0 0.0 -0.3 0.106
C 3.054 -0.678 2.625 1.5 0.7 0.0 -0.205
N 1.031 0.689 1.795 0.1 0.1 -0.1 -0.080
C -4.100 -0.346 -7.346 0.2 0.3 0.3 -0.085
C 4.682 -0.492 2.462 0.1 0.4 -0.4 -0.136
H -0.239 -1.613 -3.412 -1.1 0.4 0.6 0.107
H 1.792 1.106 -2.777 -1.0 0.6 0.8 0.055
H -4.329 0.768 -0.003 0.6 1.9 -0.4 0.082
C 6.337 -4.078 5.507 0.2 0.7 -0.8 -0.278
H 4.044 -8.859 4.751 0.1 0.1 0.0 0.107
H -3.344 1.576 -7.977 -0.1 -0.2 0.0 0.122
H 2.902 -1.059 3.706 -0.1 0.5 -1.9 0.107
H -6.658 -3.901 -11.345 0.1 0.1 0.1 0.108
C -4.883 -2.550 -6.479 -0.1 -0.7 0.9 -0.280
H 2.226 1.138 3.510 0.4 0.1 -2.3 0.129
H -1.398 4.889 3.386 1.5 -0.6 0.1 0.056
C 0.375 3.394 2.951 -0.7 0.8 2.9 -0.189
H -2.662 2.259 -5.701 0.0 -0.1 0.0 0.111
C -3.331 0.430 -4.780 -0.1 -0.2 -0.1 -0.054
H -6.478 1.281 -1.518 1.5 1.5 0.2 0.102
O 0.855 4.348 -1.442 0.2 -0.7 -1.3 -0.031
H -2.905 -1.365 -0.215 0.8 1.2 -0.9 0.114
C -2.408 -0.731 -1.030 -0.9 -2.0 -1.4 -0.171
C -1.181 1.226 0.659 -0.2 -0.5 0.3 -0.091
C 5.551 -6.281 6.377 -0.2 -0.3 -0.3 -0.084
H 4.256 -7.267 2.860 0.1 0.0 0.1 0.107
C -4.288 -1.213 -6.270 0.2 0.3 0.2 -0.083
H -6.878 -5.492 -9.454 0.1 0.1 0.0 0.108
H -5.579 -1.705 -11.000 0.1 0.0 0.3 0.122
H 2.607 3.917 -4.312 -0.5 1.6 1.4 0.097
P 1.742 1.398 -0.573 1.7 0.2 -1.9 1.067
H -2.095 7.215 1.504 2.0 -1.8 -1.3 0.103
C -5.345 -2.927 -7.833 -0.2 -0.3 -0.3 -0.086
O 3.015 3.730 0.958 -4.7 -1.8 0.8 -0.082
C -1.930 2.725 0.657 -3.6 -0.9 0.6 -0.089
C 4.964 -7.533 6.172 -0.1 -0.1 -0.2 0.004
H -3.721 2.270 2.111 2.2 0.8 -0.7 0.149
C -6.410 -4.524 -9.299 0.1 0.1 0.2 -0.058
C 2.517 4.645 -3.410 0.1 -1.2 1.9 0.009
O 1.095 1.506 -2.194 0.7 -0.6 0.6 -0.374
F -1.236 -1.189 1.664 -0.5 3.7 0.0 0.030
C 0.439 3.253 1.331 2.6 -2.2 1.1 -0.114
O -4.719 4.092 2.659 -3.2 -0.9 1.5 -0.032
H 2.857 5.714 -3.658 -0.8 -1.7 0.4 0.094
C -3.907 -0.820 -4.985 0.1 0.3 0.1 0.004
H 4.948 0.140 1.513 -0.6 -1.1 1.6 0.075
H 5.154 0.079 3.351 -0.9 -1.0 -1.4 0.085
C -1.719 0.192 1.815 -0.8 -2.0 3.0 -0.278
C 7.357 -2.438 7.073 0.1 0.1 0.2 0.005
C -0.456 3.940 -1.053 -1.6 0.9 -4.9 -0.142
C -5.942 -4.174 -8.036 -0.1 -0.1 -0.2 0.003
C -6.284 -3.631 -10.362 0.1 0.2 0.1 -0.057
C 1.828 4.121 1.248 6.2 7.4 -1.5 -0.483
H 2.742 -1.458 1.847 0.1 1.0 1.2 0.079
C 4.503 -7.887 4.907 0.1 0.2 0.2 -0.058
C -3.505 0.902 -7.141 0.1 0.1 0.2 0.007
C -2.812 3.006 2.029 -0.9 -1.1 2.0 -0.094
H -0.333 -0.385 -0.614 -1.5 1.8 -0.2 0.107
H 2.647 -0.723 -1.788 -0.6 0.8 1.7 0.058
H -1.070 4.866 -1.444 0.4 -2.2 1.5 0.161
O 1.855 5.545 1.502 -3.2 -6.3 -0.7 -0.177
H -5.056 4.961 2.989 1.1 -0.7 -0.6 0.137
O -4.997 -3.330 -5.546 0.0 0.3 -0.3 0.096
H 3.206 4.188 -2.582 -1.2 1.1 -1.4 0.098
C -4.544 -0.730 -8.704 0.2 0.7 -0.8 -0.280
C -5.677 -2.394 -10.166 -0.1 -0.2 -0.1 0.004
O 5.894 -6.681 8.664 0.0 0.3 -0.4 0.101
C 4.625 -6.994 3.844 0.1 0.2 0.1 -0.059
N -3.426 4.245 -0.875 -1.1 -2.2 -0.4 0.059
H -6.487 3.828 -2.623 1.7 -0.5 1.3 0.091
C -4.334 1.811 -0.463 -1.6 2.4 -2.0 0.027
C -5.605 3.527 -1.928 0.0 -1.2 0.5 -0.048
C 5.222 -5.751 4.043 -0.1 -0.2 -0.1 0.003
```
Forces are in eV/Å.

HOMO in eV: -6.8
Net charge: 0
Multiplicity: 1
Orbital gap in eV: 5.70
SMILES string: C#C[N@+]1(COC(C)=O)[C@@](COO)(c2ccccn2)[C@](CCCO)(C(F)(F)F)[C@@](NCCC)(P(C)O)[C@]1(C(=O)[O-])[C@H](C)F.O=C1c2ccccc2C(=O)c2ccccc21.O=C1c2ccccc2C(=O)c2ccccc21
DFT total energy in hartree: -3896.09345
Maximum force in eV/Å: 9.79